C47H48CsN9O9SSb as an isolated structure at a distorted geometry. Source: OMol25; level of theory: the ωB97M-V functional and the def2-TZVPD basis.

The value obtained for the gap between HOMO and LUMO is 6.341 eV. Its highest occupied orbital energy is -4.9 eV. The calculation puts the LUMO energy at 1.40 eV. The value obtained for the energy above the lowest of the compared OMol25 structures with the same formula, charge and spin is 9.6 kcal per mole. As for the net charge: -1.

Last column: Löwdin charge in e.
CARTESIAN COORDINATES (ANGSTROEM)
Cs -1.13 1.21 0.58  1.222
N 1.71 -0.85 3.64  0.023
C 2.42 0.01 4.58  -0.283
C 1.43 0.88 5.35  -0.207
N 0.73 1.86 4.52  -0.145
C -0.46 2.39 5.18  -0.189
C -1.62 2.73 4.24  -0.271
N -2.57 1.63 4.15  0.014
C 1.65 2.93 4.16  -0.209
C 1.13 4.02 3.24  -0.263
N 0.78 3.50 1.92  -0.048
H 2.37 -1.37 3.08  0.058
H 1.22 -0.26 2.97  0.036
H 3.18 0.63 4.09  0.072
H 2.94 -0.62 5.30  0.110
H 1.95 1.38 6.18  0.118
H 0.68 0.21 5.78  0.109
H -0.19 3.27 5.79  0.117
H -0.83 1.63 5.89  0.110
H -1.21 2.89 3.24  0.051
H -2.08 3.68 4.56  0.110
H -3.30 1.85 3.48  0.026
H -3.03 1.48 5.04  0.073
H 2.53 2.48 3.69  0.085
H 2.01 3.43 5.09  0.122
H 1.92 4.78 3.20  0.112
H 0.25 4.51 3.68  0.100
H 1.54 2.91 1.58  -0.057
H 0.67 4.27 1.27  0.070
C -1.46 -1.62 3.62  -0.086
O -0.96 -2.21 2.43  -0.099
C -0.42 -3.44 2.54  -0.222
C -0.10 -4.03 3.76  -0.026
C 0.44 -5.31 3.82  -0.099
C 0.65 -6.04 2.66  -0.111
C 0.31 -5.47 1.44  -0.051
C -0.20 -4.18 1.35  -0.174
N -0.53 -3.76 0.04  0.070
N -0.27 -2.56 -0.21  0.125
C -0.64 -2.07 -1.47  -0.144
C -0.14 -0.76 -1.68  -0.465
O 0.67 -0.19 -0.85  -0.486
C -0.60 -0.04 -2.83  -0.011
C -1.41 -0.61 -3.74  -0.009
C -1.83 -1.97 -3.61  -0.170
C -2.64 -2.54 -4.62  -0.050
C -3.08 -3.83 -4.52  -0.106
C -2.72 -4.58 -3.40  -0.097
C -1.94 -4.05 -2.40  -0.032
C -1.46 -2.72 -2.46  -0.080
H -2.36 -2.15 3.95  0.103
H -1.70 -0.58 3.39  0.047
H -0.72 -1.61 4.41  0.059
H -0.26 -3.49 4.67  0.098
H 0.69 -5.73 4.78  0.096
H 1.06 -7.04 2.70  0.092
H 0.43 -6.01 0.51  0.105
H -0.31 1.00 -2.92  0.095
H -1.76 -0.04 -4.59  0.117
H -2.91 -1.92 -5.46  0.109
H -3.70 -4.26 -5.30  0.093
H -3.06 -5.61 -3.31  0.094
H -1.68 -4.66 -1.55  0.077
S 3.12 1.05 1.08  0.070
Sb 3.03 0.27 -1.05  1.238
C 2.85 -1.82 -1.32  -0.346
C 3.16 -2.64 -0.24  -0.113
C 3.00 -4.01 -0.35  -0.091
C 2.53 -4.56 -1.53  -0.093
C 2.23 -3.74 -2.61  -0.077
C 2.39 -2.37 -2.51  -0.114
C 2.19 1.65 -2.40  -0.342
C 2.31 1.50 -3.77  -0.115
C 1.63 2.36 -4.62  -0.082
C 0.86 3.39 -4.10  -0.082
C 0.78 3.57 -2.73  -0.074
C 1.45 2.71 -1.88  -0.142
C 5.02 0.44 -1.86  -0.331
C 5.59 1.70 -2.00  -0.129
C 6.86 1.85 -2.51  -0.097
C 7.59 0.74 -2.91  -0.105
C 7.04 -0.52 -2.78  -0.097
C 5.76 -0.67 -2.26  -0.116
H 3.49 -2.20 0.70  0.089
H 3.22 -4.65 0.50  0.102
H 2.39 -5.63 -1.61  0.099
H 1.84 -4.17 -3.53  0.106
H 2.13 -1.74 -3.35  0.108
H 2.91 0.70 -4.19  0.104
H 1.70 2.23 -5.70  0.103
H 0.31 4.05 -4.77  0.105
H 0.18 4.38 -2.32  0.108
H 1.39 2.83 -0.80  0.058
H 5.03 2.58 -1.69  0.099
H 7.29 2.84 -2.61  0.097
H 8.59 0.86 -3.31  0.095
H 7.60 -1.40 -3.08  0.097
H 5.34 -1.67 -2.16  0.089
O -8.96 3.33 -2.71  0.055
N -8.49 3.09 -1.61  -0.368
O -9.09 3.26 -0.57  0.053
C -7.07 2.82 -1.54  -0.152
C -6.47 2.67 -0.30  0.077
C -5.12 2.43 -0.23  -0.057
C -4.25 2.25 -1.40  -0.317
O -3.09 1.85 -1.36  -0.127
C -4.98 2.50 -2.63  -0.059
C -6.32 2.73 -2.71  0.076
N -4.23 2.45 -3.89  -0.351
O -4.74 1.86 -4.82  0.068
O -3.10 2.90 -3.88  0.086
N -4.55 2.34 1.09  -0.330
O -5.25 1.95 2.01  0.072
O -3.38 2.68 1.26  -0.140
H -7.05 2.75 0.60  0.132
H -6.79 2.84 -3.67  0.133

=====

One molecule with the formula C7H13BrO2SSi at a distorted geometry. Source: OMol25; level of theory: the ωB97M-V functional and the def2-TZVPD basis.

The value obtained for the gap between HOMO and LUMO (spin up / spin down) is 7.570 / 7.422 eV. Its highest occupied orbital energy (spin up / spin down) is -8.8 / -8.6 eV. The calculation puts the LUMO energy (spin up / spin down) at -1.25 / -1.22 eV. The value obtained for the energy above the lowest of the compared OMol25 structures with the same formula, charge and spin is 56.7 kcal per mole.

Last column: natural (NBO) charge in e.
CARTESIAN COORDINATES (ANGSTROEM)
C -0.40 1.90 0.21  -0.902
C -0.48 1.92 2.49  -0.296
C 0.86 -0.02 3.00  -0.305
C -0.30 0.61 2.88  -0.389
C -1.68 -0.90 -0.19  -1.067
C 1.59 -0.49 -0.19  -1.090
C -0.14 0.71 -2.33  -1.122
O 0.42 4.20 1.18  -0.896
O 1.93 2.19 1.41  -0.930
Si -0.11 0.18 -0.53  1.614
S 0.61 2.76 1.27  2.166
Br -2.24 2.61 2.84  0.109
H -1.32 2.43 -0.10  0.264
H 0.87 -1.09 3.23  0.202
H 1.83 0.35 2.48  0.242
H -1.15 0.08 3.49  0.241
H -2.53 -0.27 0.07  0.244
H -2.04 -1.57 -0.86  0.241
H -1.34 -1.48 0.65  0.231
H 2.06 -0.96 -0.96  0.244
H 2.21 0.29 0.04  0.263
H 1.41 -1.15 0.60  0.226
H -0.01 -0.33 -2.92  0.228
H -1.24 1.02 -2.51  0.228
H 0.43 1.41 -2.93  0.255

=====

One molecule with the formula C27H27NO4. Source: OMol25; level of theory: the ωB97M-V functional and the def2-TZVPD basis.

The value obtained for the gap between HOMO and LUMO is 9.348 eV. As for the SMILES: O=C(NCc1ccccc1)C1=C[C@@H](c2ccccc2)C[C@@H](OCc2ccc(CO)cc2)O1. Its highest occupied orbital energy is -8.7 eV. The calculation puts the LUMO energy at 0.61 eV. The value obtained for the energy above the lowest of the compared OMol25 structures with the same formula, charge and spin is 33.5 kcal per mole.

Last column: natural (NBO) charge in e.
CARTESIAN COORDINATES (ANGSTROEM)
O -0.15 -1.28 2.22  -0.634
C -0.69 -1.29 1.13  0.643
N -0.56 -2.29 0.23  -0.603
H -1.03 -2.19 -0.65  0.412
C 0.17 -3.50 0.50  -0.267
C 1.16 -3.85 -0.58  0.074
C 2.47 -4.19 -0.25  -0.246
C 3.37 -4.53 -1.24  -0.197
C 2.98 -4.53 -2.57  -0.224
C 1.68 -4.20 -2.90  -0.205
C 0.77 -3.87 -1.91  -0.244
H -0.25 -3.63 -2.18  0.203
H 1.37 -4.20 -3.94  0.214
H 3.69 -4.78 -3.35  0.217
H 4.39 -4.79 -0.98  0.216
H 2.77 -4.19 0.78  0.217
H 0.68 -3.35 1.46  0.242
H -0.54 -4.34 0.62  0.201
C -1.62 -0.22 0.69  0.196
C -2.07 0.70 1.54  -0.203
C -3.11 1.72 1.21  -0.285
C -2.59 3.11 1.54  0.084
C -2.63 3.51 2.87  -0.249
C -2.15 4.75 3.25  -0.192
C -1.61 5.60 2.31  -0.227
C -1.57 5.21 0.98  -0.191
C -2.05 3.97 0.60  -0.266
H -2.00 3.67 -0.44  0.237
H -1.15 5.87 0.23  0.210
H -1.23 6.57 2.60  0.212
H -2.19 5.04 4.29  0.211
H -3.05 2.85 3.62  0.208
C -3.64 1.50 -0.22  -0.439
C -2.61 0.87 -1.16  0.393
O -1.66 1.83 -1.49  -0.550
C -0.58 1.39 -2.29  -0.072
C 0.53 0.76 -1.49  -0.076
C 0.83 1.27 -0.23  -0.217
C 1.82 0.69 0.54  -0.215
C 2.56 -0.38 0.04  0.026
C 2.29 -0.86 -1.23  -0.241
C 1.27 -0.30 -1.98  -0.164
H 1.05 -0.70 -2.96  0.200
H 2.87 -1.67 -1.63  0.217
C 3.65 -0.99 0.89  -0.097
O 4.74 -0.11 1.10  -0.711
H 4.40 0.71 1.46  0.463
H 3.22 -1.30 1.86  0.171
H 4.07 -1.87 0.40  0.184
H 2.01 1.06 1.53  0.209
H 0.26 2.10 0.16  0.228
H -0.21 2.29 -2.79  0.202
H -0.94 0.69 -3.06  0.176
O -2.03 -0.31 -0.63  -0.538
H -3.10 0.51 -2.08  0.161
H -4.49 0.81 -0.18  0.223
H -3.97 2.44 -0.66  0.234
H -3.95 1.54 1.89  0.226
H -1.67 0.70 2.54  0.244

=====

A 3-piece molecular cluster, C16H39BrClO8P3 overall at a distorted geometry. Source: OMol25; level of theory: the ωB97M-V functional and the def2-TZVPD basis.

The value obtained for the gap between HOMO and LUMO is 7.959 eV. As for the SMILES: CC[C@H](C)P(Cl)Br.CCOP(=O)(OCC)OCC.CCOP(=O)(OCC)OCC. Its highest occupied orbital energy is -9.0 eV. The calculation puts the LUMO energy at -1.02 eV.

Last column: natural (NBO) charge in e.
CARTESIAN COORDINATES (ANGSTROEM)
C 4.29 -1.72 7.40  -0.615
C 2.93 -0.98 7.72  -0.398
C 1.71 -1.64 6.90  -0.578
C 1.21 -0.61 5.80  -0.629
P 0.41 -2.23 8.12  0.772
Cl -1.43 -1.26 7.79  -0.295
Br 0.11 -4.42 7.53  -0.240
H 4.67 -1.38 6.40  0.210
H 4.08 -2.82 7.33  0.204
H 5.07 -1.58 8.19  0.220
H 3.04 0.11 7.47  0.213
H 2.74 -1.08 8.83  0.212
H 2.17 -2.53 6.39  0.253
H 1.59 0.43 5.94  0.216
H 1.63 -0.96 4.82  0.230
H 0.10 -0.56 5.67  0.226
O 2.80 -0.25 1.52  -0.961
P 3.01 -0.02 0.02  2.350
O 1.47 -0.34 -0.51  -0.795
C 0.38 0.44 -0.04  -0.069
C 0.31 1.78 -0.74  -0.635
O 3.70 -1.48 -0.34  -0.804
C 4.29 -2.29 0.67  -0.058
C 3.30 -3.30 1.20  -0.632
O 3.46 0.45 -1.55  -0.690
C 3.77 1.82 -1.81  -0.074
C 4.47 2.51 -0.66  -0.651
H 0.44 0.57 1.05  0.189
H -0.53 -0.13 -0.25  0.179
H 1.16 2.41 -0.45  0.188
H -0.61 2.31 -0.49  0.225
H 0.35 1.65 -1.83  0.213
H 4.70 -1.67 1.47  0.183
H 5.13 -2.81 0.21  0.178
H 2.36 -2.83 1.51  0.220
H 3.71 -3.85 2.04  0.208
H 3.03 -4.02 0.41  0.208
H 2.86 2.35 -2.09  0.173
H 4.43 1.83 -2.69  0.194
H 3.82 2.58 0.22  0.206
H 4.76 3.53 -0.95  0.235
H 5.37 1.97 -0.36  0.221
O -3.57 1.20 -5.75  -0.957
P -3.83 0.97 -4.26  2.350
O -5.49 1.01 -4.26  -0.793
C -6.21 0.07 -5.05  -0.070
C -6.28 -1.28 -4.37  -0.634
O -3.53 2.50 -3.73  -0.805
C -2.78 3.42 -4.51  -0.058
C -3.69 4.28 -5.36  -0.632
O -3.84 0.53 -2.61  -0.694
C -3.41 -0.77 -2.23  -0.074
C -2.27 -1.32 -3.06  -0.653
H -5.78 -0.01 -6.05  0.188
H -7.22 0.47 -5.16  0.185
H -5.30 -1.76 -4.36  0.188
H -6.97 -1.95 -4.91  0.219
H -6.62 -1.19 -3.34  0.215
H -2.04 2.90 -5.12  0.184
H -2.22 4.06 -3.81  0.174
H -4.39 3.68 -5.95  0.222
H -3.11 4.91 -6.04  0.208
H -4.30 4.93 -4.72  0.207
H -4.27 -1.45 -2.25  0.174
H -3.09 -0.71 -1.18  0.190
H -2.59 -1.47 -4.11  0.207
H -1.94 -2.28 -2.67  0.237
H -1.43 -0.63 -3.07  0.221

=====

no.,electronic energy (eV)
1,-99271.133
2,-100315.546
3,-38117.546
4,-144036.156